# 1
The following is a DFT calculation (wB97M-V/def2-TZVPD) of a structure of composition C24H33CeCl2N4O3 in a non-equilibrium geometry.

Each line ends with the Mulliken spin population.
Element x y z (Å)
1 Ce 0.21967 0.21906 -0.26831  1.014
2 Cl 0.92107 -0.84772 -2.56429  -0.002
3 Cl 0.18694 2.73843 0.18704  -0.004
4 O -1.02524 -0.08616 1.75729  0.001
5 O 1.92201 1.81664 -3.39877  0.001
6 O 0.62515 -2.14047 0.17902  0.002
7 N 4.43742 -0.35449 1.66975  0.000
8 N 1.32239 -4.21578 -0.48646  0.000
9 N 2.41325 0.35258 1.12164  0.000
10 N -2.43570 0.25987 3.51886  0.000
11 C 3.11782 3.73989 -7.62125  0.000
12 C 1.89202 1.49934 3.33820  0.000
13 C 3.60824 1.07454 5.03354  0.000
14 C 2.39336 1.66116 4.63106  0.000
15 C -1.73248 -0.04257 -1.66421  -0.009
16 C 3.50650 -0.29607 0.68875  0.000
17 C 0.19737 -4.92010 0.14329  0.000
18 C 2.94108 2.63510 -5.46505  0.000
19 C -2.26748 0.91844 -2.66067  0.002
20 C 2.29914 1.60959 -4.55879  0.000
21 C 3.93238 0.28724 2.81083  0.000
22 C -1.97738 -0.89623 4.30032  0.000
23 C 4.41187 0.37213 4.11496  0.000
24 C 3.61898 4.96436 -5.59157  0.000
25 C -2.41409 -0.94184 -0.97890  0.000
26 C -3.51537 1.03872 4.09984  0.000
27 C -1.92297 0.60346 2.34378  0.000
28 C 2.42087 -5.00064 -1.03311  0.000
29 C 3.42366 3.79840 -4.84675  0.000
30 C 1.41886 -2.89186 -0.46806  0.000
31 C 2.67199 0.77512 2.43290  -0.001
32 C 3.42477 4.95054 -6.98198  0.000
33 C -3.93227 -0.94375 -1.02327  -0.001
34 C 2.90330 2.57513 -6.87304  0.000
35 H 3.63510 -0.72189 -0.30628  0.001
36 H 5.35757 -0.10026 4.40619  0.000
37 H -4.40047 0.41040 4.24100  0.000
38 H 3.62513 3.79514 -3.76910  0.000
39 H 5.35600 -0.77846 1.56930  0.000
40 H -0.29500 -5.57632 -0.59120  0.000
41 H -2.31157 1.53754 1.88496  0.000
42 H 3.21633 -4.31935 -1.35261  0.000
43 H 2.10017 -5.59759 -1.89407  0.000
44 H -4.37808 -0.57892 -0.08907  0.000
45 H 1.82178 2.25392 5.34400  0.000
46 H 2.71459 1.61798 -7.35912  0.000
47 H -4.31700 -0.29178 -1.81968  0.000
48 H 0.95092 1.91478 2.97183  0.000
49 H -1.87936 0.74131 -3.66889  0.000
50 H 0.56843 -5.56762 0.95169  0.000
51 H 2.15853 0.63203 -5.06504  0.000
52 H -1.64792 -0.55785 5.29439  0.000
53 H -3.36233 0.83772 -2.71376  0.000
54 H 2.24313 -2.46220 -1.07193  0.000
55 H -2.04409 1.95659 -2.38932  -0.001
56 H -0.50893 -4.18992 0.53718  0.000
57 H -4.34632 -1.93849 -1.21346  0.000
58 H 3.92837 1.17781 6.06999  0.000
59 H 3.90324 5.88528 -5.08074  0.000
60 H -2.82175 -1.58264 4.45746  0.000
61 H 3.52279 5.88149 -7.55222  0.000
62 H -3.76812 1.86779 3.43323  0.000
63 H -1.99815 -1.70759 -0.30733  -0.002
64 H -3.22751 1.42741 5.08337  0.000
65 H -1.16863 -1.40156 3.77663  0.000
66 H 2.81891 -5.68524 -0.27645  0.000
67 H 3.02362 3.72862 -8.70496  0.000

Results
orbital gap (spin up / spin down)	5.71 / 5.70	eV
LUMO level (spin up / spin down)	0.3 / 0.3	eV
E_tot	-75502.1931	eV
spin multiplicity	2
energy above the lowest of the compared OMol25 structures with the same formula, charge and spin	0.0	kJ/mol
charge	0


# 2
The following is a DFT calculation (wB97M-V/def2-TZVPD) of a structure of composition C20H16IrN4O2S3.

Each line ends with the Mulliken charge.
Element x y z (Å)
1 Ir -0.08540 -0.02707 0.08996  1.669
2 S 0.04565 2.30141 -0.04814  -0.507
3 S -0.22914 -2.36973 -0.11913  -0.479
4 S -1.12596 -1.38618 6.28219  -0.098
5 O 1.92164 0.08612 0.02883  -0.760
6 O -2.09162 -0.19162 -0.03139  -0.758
7 N -0.11482 -0.09835 2.03908  -0.167
8 N 1.44411 1.62673 8.55180  -0.544
9 N 2.49283 1.30319 0.13525  0.369
10 N -2.61496 -1.35866 0.39624  0.461
11 C 3.78715 3.69148 0.35617  -0.120
12 C -3.90611 -1.33250 0.79196  -0.219
13 C 2.42209 3.65149 0.24516  -0.819
14 C 1.18309 -0.52085 7.52684  -0.174
15 C -1.86739 -2.47815 0.40352  0.721
16 C 3.84218 1.31416 0.23442  -0.253
17 C 1.75348 2.42342 0.12580  0.789
18 C -0.63142 1.03815 7.51444  -0.183
19 C -4.50658 -2.46695 1.25460  -0.794
20 C -0.70936 -0.85851 4.62914  0.059
21 C -3.76886 -3.65662 1.29435  -0.133
22 C -1.15185 0.46535 2.68922  -0.214
23 C 0.37851 -1.40645 3.96217  -0.828
24 C 0.19263 1.91511 8.20762  -0.381
25 C -1.47471 0.10377 3.97837  -0.716
26 C 4.51499 2.49355 0.34545  -0.718
27 C -2.46752 -3.66035 0.85829  -0.860
28 C -0.11489 -0.19896 7.16426  0.354
29 C 0.64962 -1.01005 2.66936  -0.139
30 C 1.92017 0.43058 8.21997  -0.382
31 H 4.29720 4.63978 0.45122  0.413
32 H 1.60714 -1.48596 7.28555  0.389
33 H -1.64738 1.31091 7.26367  0.376
34 H -0.17169 2.89223 8.50290  0.360
35 H 1.82299 4.55059 0.24527  0.401
36 H -5.53611 -2.42643 1.57661  0.426
37 H 4.30425 0.33913 0.21144  0.454
38 H 1.48503 -1.40168 2.10984  0.472
39 H 2.93855 0.21943 8.52501  0.361
40 H 1.00341 -2.14804 4.43851  0.488
41 H 5.59174 2.48287 0.41925  0.410
42 H -4.38755 -0.37045 0.70199  0.470
43 H -2.31884 0.56416 4.47147  0.514
44 H -4.21867 -4.56644 1.66676  0.433
45 H -1.86779 -4.55901 0.85980  0.422
46 H -1.70391 1.21850 2.14749  0.438

Results
orbital gap	7.19	eV
LUMO level	-3.6	eV
E_tot	-66392.6149	eV
energy above the lowest of the compared OMol25 structures with the same formula, charge and spin	21.7	kJ/mol
charge	+1


# 3
The following is a DFT calculation (wB97M-V/def2-TZVPD) of a cluster of 2 separate species, C2H2F2S in total in a non-equilibrium geometry.

Each line ends with the Mulliken charge.
Element x y z (Å)
1 S -0.94707 0.68076 -0.30691  -0.206
2 F 2.31802 1.23398 -0.81692  -0.066
3 F 2.16479 0.89483 1.15822  -0.054
4 C 2.24718 0.27776 0.04579  0.100
5 C -1.73994 -0.67009 -0.07509  -0.238
6 H -2.75304 -0.88254 -0.45264  0.238
7 H -1.28995 -1.53469 0.44755  0.227

Results
orbital gap	8.57	eV
LUMO level	-0.5	eV
E_tot	-18373.1735	eV
energy above the lowest of the compared OMol25 structures with the same formula, charge and spin	252.4	kJ/mol
charge	0


# 4
The following is a DFT calculation (wB97M-V/def2-TZVPD) of a structure of composition C3H8N4O in a non-equilibrium geometry.

Each line ends with the Mulliken charge.
Element x y z (Å)
1 O 3.36060 -0.20533 -0.29762  -0.439
2 N 1.27866 1.47652 0.26803  -0.446
3 N 2.05674 -0.76045 -0.45987  -0.424
4 N -1.59535 1.34697 -0.47848  -0.737
5 N -0.00941 -0.30007 0.31634  -0.260
6 C -2.23953 -0.97125 -0.06974  -1.173
7 C 1.25951 0.12369 -0.02328  0.370
8 C -1.29320 0.06549 -0.14887  0.834
9 H -2.59150 1.37867 -0.67213  0.207
10 H 4.08334 -0.84912 0.06320  0.324
11 H -2.40321 -1.18215 1.09266  0.271
12 H -1.41466 -2.01428 -0.44852  0.268
13 H 2.36670 1.88326 0.48748  0.274
14 H -0.18300 -1.25478 1.03444  0.327
15 H -3.19094 -0.73160 -0.64321  0.352
16 H 0.51527 1.99443 -0.02043  0.252

Results
orbital gap	9.46	eV
LUMO level	0.6	eV
E_tot	-11243.3981	eV
energy above the lowest of the compared OMol25 structures with the same formula, charge and spin	600.7	kJ/mol
charge	0